# 1
The following is a DFT calculation (the ωB97M-V functional and the def2-TZVPD basis) of a 16-piece molecular cluster, C88H158N11O23 overall.

CARTESIAN COORDINATES (ANGSTROEM)
C  4.7355  4.6578  -12.8625
N  3.4736  4.1952  -12.2255
C  3.6592  3.3251  -11.2042
C  2.5569  2.7775  -10.5430
C  1.2507  3.1936  -11.0626
C  1.1865  4.0980  -12.1248
C  2.3342  4.5525  -12.7398
C  0.0240  2.9005  -10.3340
C  -1.2137  2.6230  -10.8519
C  -2.3220  2.1937  -10.0123
N  -2.2638  2.3418  -8.6061
C  -1.0761  2.8184  -8.0908
C  0.0401  2.9884  -8.9390
C  -3.1146  1.8670  -7.7318
H  4.7309  5.7398  -12.7665
H  4.6108  4.4605  -13.9776
H  5.5651  4.1558  -12.3879
H  4.7147  3.1565  -10.8957
H  2.7849  2.0749  -9.7628
H  0.2961  4.4892  -12.5596
H  2.3746  5.1576  -13.6683
H  -1.3799  2.5199  -11.9333
H  -3.2326  1.9493  -10.4902
H  -1.0185  3.1180  -7.1484
H  0.8973  3.2873  -8.3895
H  0.3269  3.7728  -2.4985
H  -3.1165  2.0054  -6.5850
H  -4.1479  1.6651  -8.0983
C  9.9436  4.6132  -0.8397
N  9.6556  3.5414  0.1108
C  8.6646  2.6214  -0.1074
C  8.4801  1.5879  0.7796
C  9.2620  1.4932  1.9145
C  10.2251  2.4464  2.1062
C  10.3894  3.4673  1.2367
C  9.1023  0.2976  2.8338
C  7.8040  -0.2855  2.9855
C  7.6735  -1.4124  3.7861
N  8.7118  -1.9397  4.4419
C  9.9162  -1.3142  4.4320
C  10.1394  -0.1938  3.5883
C  8.3866  -3.0430  5.3456
H  9.0459  5.1769  -1.1563
H  10.4873  4.0752  -1.6514
H  10.7150  5.2740  -0.4476
H  8.1731  2.7712  -1.0359
H  7.7119  0.8592  0.5131
H  10.8110  2.4930  2.9970
H  11.2174  4.1739  1.3823
H  6.8376  0.2077  2.6620
H  6.6795  -1.7037  4.0718
H  10.6758  -1.9002  4.9164
H  11.1221  0.2759  3.5126
H  8.2717  -4.0140  4.8152
H  7.5540  -2.6664  5.9835
H  9.3141  -3.1975  5.8900
C  2.7284  0.4143  3.6253
N  1.8602  0.7804  2.5203
C  0.6648  1.2152  2.7976
C  -0.1687  1.7081  1.7996
C  0.1848  1.5686  0.5140
C  1.4410  1.0332  0.1793
C  2.2580  0.6405  1.2419
C  -0.8115  2.0921  -0.4418
C  -1.1452  3.4209  -0.3827
C  -2.2151  3.9117  -1.1095
N  -2.9430  3.0642  -1.8966
C  -2.5721  1.7974  -1.9694
C  -1.5241  1.2449  -1.3201
C  -4.0084  3.5103  -2.6988
H  2.1419  0.1314  4.4925
H  3.4801  1.2260  3.7790
H  3.2529  -0.4325  3.2693
H  0.3880  1.2320  3.8412
H  -1.1820  1.9094  2.1188
H  1.8551  0.8093  -0.7832
H  3.2310  0.1580  1.0936
H  -0.6810  4.0526  0.3652
H  -2.4713  4.9983  -1.0099
H  -3.0899  1.2348  -2.6908
H  -1.2703  0.2180  -1.5075
H  -4.8849  3.0368  -2.3049
H  -3.8520  3.2141  -3.7723
H  -4.0837  4.5792  -2.7580
C  -7.2994  4.5365  3.0048
C  -6.3241  4.2466  1.8694
N  -5.8419  2.7674  1.7935
C  -5.0086  2.5435  0.5581
C  -5.0721  2.3037  2.9652
C  -3.7890  3.1005  3.2201
C  -7.0731  1.8713  1.6686
C  -6.8891  0.4170  1.4050
O  -6.5142  -0.2195  2.6373
C  -6.4470  -1.6481  2.4267
H  -6.9293  4.1054  3.9222
H  -8.2841  4.1527  2.8092
H  -7.3932  5.6012  3.1855
H  -5.4693  4.9353  1.8183
H  -6.7421  4.3691  0.8919
H  -5.7263  2.4678  -0.2814
H  -4.5214  1.6281  0.6973
H  -4.3524  3.4289  0.4013
H  -4.9688  1.2245  2.9184
H  -5.6786  2.4008  3.8428
H  -3.9779  4.1891  3.3436
H  -3.1227  2.8322  2.4212
H  -3.4121  2.7309  4.2027
H  -7.6672  2.3279  0.8716
H  -7.6104  2.0752  2.5736
H  -6.1595  0.3449  0.6264
H  -7.7989  -0.0395  1.0850
H  -5.6275  -1.7641  1.7370
H  -7.3983  -2.0863  2.0659
H  -6.0390  -2.0944  3.3336
C  -5.8047  1.9172  -5.3652
C  -6.6933  2.8308  -4.5015
N  -7.8895  3.4916  -5.1470
C  -7.4044  4.4566  -6.1567
C  -8.8530  2.5512  -5.8436
C  -9.4804  1.5326  -4.8116
C  -8.7182  4.3097  -4.0579
C  -9.4224  5.5680  -4.5293
O  -10.5744  5.1214  -5.1620
C  -11.4918  6.0921  -5.6108
H  -5.0222  1.5800  -4.6916
H  -5.3275  2.4512  -6.2147
H  -6.3341  0.9972  -5.7188
H  -6.1093  3.6305  -4.0521
H  -6.9774  2.3325  -3.5888
H  -8.2653  4.9573  -6.5981
H  -6.8797  3.8896  -6.9146
H  -6.8393  5.2003  -5.6398
H  -8.3208  2.0503  -6.6236
H  -9.5797  3.2680  -6.2456
H  -8.9162  1.3007  -3.9268
H  -9.6937  0.5976  -5.3625
H  -10.4715  1.8964  -4.4969
H  -8.0525  4.4683  -3.1976
H  -9.4871  3.6164  -3.7527
H  -8.8171  6.2335  -5.1597
H  -9.7049  6.1786  -3.7097
H  -12.4116  5.5984  -5.9299
H  -11.0760  6.6478  -6.4921
H  -11.8174  6.8431  -4.8873
C  9.0699  -5.7292  1.9004
C  7.5751  -5.6379  2.0115
N  6.8242  -6.9478  1.7276
C  6.8977  -7.2910  0.2731
C  7.3047  -8.0757  2.6747
C  6.4884  -9.3167  2.7650
C  5.3648  -6.7328  2.1150
C  4.7567  -5.3995  1.5731
O  4.9440  -4.4163  2.5673
C  4.4270  -3.1723  2.2088
H  9.3883  -4.7070  1.9455
H  9.3723  -6.1757  0.9377
H  9.4890  -6.3479  2.6803
H  7.0994  -4.9314  1.3278
H  7.3291  -5.3991  3.0410
H  6.6646  -8.3650  0.0970
H  7.8781  -7.0593  -0.0990
H  6.1216  -6.7030  -0.2587
H  7.3576  -7.5663  3.6588
H  8.2654  -8.3580  2.2583
H  6.5106  -9.8729  1.8277
H  5.4552  -9.0813  3.0670
H  6.9220  -10.0157  3.5122
H  5.3192  -6.6076  3.2149
H  4.7616  -7.5333  1.6956
H  3.6604  -5.5016  1.3858
H  5.2967  -5.1021  0.6274
H  4.1849  -2.5412  3.0799
H  3.5062  -3.1898  1.5844
H  5.2180  -2.6717  1.6067
C  -3.0753  -1.2711  0.4297
O  -3.5549  -2.6221  0.5857
C  -3.2220  -3.2101  1.8458
C  -2.4438  -4.3963  1.3775
N  -3.3427  -5.0404  0.2987
H  -3.3138  -4.2833  -0.4270
H  -2.8207  -5.7419  -0.1862
C  -4.7205  -5.3430  0.8029
C  -4.8716  -6.7992  1.2114
O  -3.7849  -7.0734  2.0699
C  -3.5759  -8.4293  2.4688
H  -3.7683  -0.5016  0.8241
H  -2.8665  -1.2377  -0.6541
H  -2.1147  -1.1666  0.9219
H  -4.1582  -3.4485  2.4401
H  -2.6375  -2.6542  2.5326
H  -2.3484  -5.1103  2.2043
H  -1.4857  -4.2252  0.8943
H  -5.4644  -4.9668  0.0572
H  -4.8440  -4.7612  1.6713
H  -4.9131  -7.4952  0.4014
H  -5.8853  -6.8773  1.7105
H  -2.6286  -8.7392  1.9957
H  -4.3672  -9.1209  2.1009
H  -3.5342  -8.5217  3.5598
C  0.5345  -7.8972  8.3087
O  0.9387  -6.5327  8.3444
C  -0.0042  -5.6412  8.9661
C  0.2777  -4.2785  8.3467
N  1.7390  -4.1955  7.9216
H  2.3975  -4.0698  8.7063
H  2.0612  -5.0805  7.5476
C  2.1148  -3.0989  7.0049
C  3.5986  -3.3427  6.5833
O  4.3507  -3.4453  7.8170
C  5.0706  -2.2279  8.0803
H  1.4012  -8.4241  7.8488
H  -0.3525  -8.0356  7.6831
H  0.3628  -8.3279  9.3101
H  0.1807  -5.6660  10.0499
H  -1.0129  -5.9484  8.7315
H  0.0212  -3.4142  8.9566
H  -0.3626  -4.1797  7.4746
H  2.0753  -2.1972  7.6837
H  1.3168  -3.0073  6.2865
H  3.9971  -2.5179  5.9845
H  3.6877  -4.2885  5.9735
H  4.4474  -1.3995  7.8606
H  6.0076  -2.1779  7.4876
H  5.3405  -2.3228  9.1629
C  -2.2022  -0.7362  4.1426
C  -0.8852  -1.4211  3.8861
O  -0.2334  -1.8412  4.8734
O  -0.5058  -1.4511  2.7012
H  -2.9231  -1.4564  4.5078
H  -2.5496  -0.2842  3.1746
H  -2.0502  0.0344  4.9036
C  5.5743  1.1925  6.5307
C  5.9607  -0.0894  5.8148
O  5.0689  -0.7480  5.2250
O  7.1259  -0.5384  5.9719
H  5.5956  1.0560  7.6278
H  4.6577  1.6320  6.2519
H  6.4153  1.8739  6.3784
C  6.5408  -1.9504  -1.5321
C  7.1877  -1.8932  -0.1325
O  7.6477  -3.0109  0.1786
O  7.1460  -0.9074  0.5568
H  5.4929  -2.2696  -1.4437
H  7.0879  -2.6764  -2.0885
H  6.4893  -0.9346  -1.9275
C  -5.0102  7.5656  -1.3894
C  -4.5601  6.3200  -0.7582
O  -5.2656  5.3093  -1.1290
O  -3.6206  6.3174  0.0532
H  -5.8560  7.9304  -0.8043
H  -5.4200  7.3187  -2.4160
H  -4.2450  8.3688  -1.4835
C  1.9698  -3.4407  -2.0012
C  0.7061  -3.4035  -1.1758
O  0.6794  -4.2794  -0.2086
O  -0.1135  -2.5433  -1.4016
H  2.0663  -4.3952  -2.4913
H  2.8134  -3.2293  -1.2695
H  1.9846  -2.6558  -2.7560
C  -7.4482  -1.2676  -1.8124
C  -6.8034  0.0707  -2.1196
O  -7.4988  1.1049  -1.7739
O  -5.6623  0.0458  -2.6524
H  -8.3458  -1.5226  -2.4066
H  -7.8048  -1.2636  -0.8228
H  -6.7002  -2.0268  -1.9901
C  0.2839  6.2753  -4.3819
C  -0.1536  4.9546  -3.7670
O  -1.1675  4.3002  -4.0121
O  0.9200  4.5049  -2.9836
H  1.3399  6.1072  -4.7026
H  0.3380  7.2058  -3.8233
H  -0.2044  6.3006  -5.3397
C  2.0680  6.0294  2.2583
C  1.0889  4.9304  2.5586
O  1.5129  3.7697  2.2347
O  -0.0140  5.2093  3.1067
H  2.3404  6.0062  1.2125
H  3.0134  5.8329  2.8049
H  1.5705  6.9562  2.5821

Properties
* HOMO: -10.339 eV
* energy: -157266.9065 eV
* charge: +3
* M: 1738.286 g mol⁻¹
* multiplicity: 1

---

# 2
The following is a DFT calculation (the ωB97M-V functional and the def2-TZVPD basis) of C30H36N7O4STl as an isolated structure.

CARTESIAN COORDINATES (ANGSTROEM)
Tl  0.7320  0.7304  -1.0577
C  -1.0329  2.9471  1.3606
N  -1.4072  2.3421  0.0846
C  -1.6192  3.3629  -0.9352
C  -0.3354  4.0427  -1.3648
C  -0.3839  5.2114  -2.1167
C  0.7999  5.8261  -2.4769
C  2.0038  5.2636  -2.0754
C  1.9600  4.0835  -1.3595
N  0.8204  3.4846  -1.0097
C  -2.5835  1.4898  0.2480
C  -2.8369  0.6108  -0.9552
C  -4.0284  0.6685  -1.6629
C  -4.2087  -0.1783  -2.7456
C  -3.1964  -1.0586  -3.0849
C  -2.0392  -1.0421  -2.3243
N  -1.8648  -0.2401  -1.2815
C  -0.3340  1.9932  2.3036
C  -0.5497  2.0460  3.6744
C  0.1602  1.1878  4.4998
C  1.0564  0.2993  3.9333
C  1.2026  0.3109  2.5563
N  0.5319  1.1392  1.7610
H  -1.9083  3.3843  1.8642
H  -0.3349  3.7583  1.1523
H  -2.3390  4.1268  -0.5982
H  -2.0283  2.8793  -1.8240
H  -1.3399  5.6137  -2.4280
H  0.7890  6.7318  -3.0697
H  2.9511  5.7211  -2.3246
H  2.8713  3.5815  -1.0512
H  -3.4826  2.0892  0.4583
H  -2.3986  0.8441  1.1122
H  -4.7948  1.3796  -1.3814
H  -5.1217  -0.1401  -3.3255
H  -3.2894  -1.7307  -3.9265
H  -1.2061  -1.6973  -2.5651
H  -1.2644  2.7494  4.0841
H  0.0078  1.2086  5.5713
H  1.6117  -0.4045  4.5378
H  1.8829  -0.3727  2.0550
O  -0.8457  1.6293  -3.1928
N  0.0129  1.5311  -4.1241
O  -0.3259  1.6689  -5.2919
O  1.1982  1.2830  -3.8067
N  8.4959  -1.5385  -2.0089
C  7.4185  -1.3960  -1.6376
C  6.0692  -1.2233  -1.1653
C  5.7749  -0.2597  -0.2082
C  4.4623  -0.1437  0.2169
N  3.4735  -0.9066  -0.2426
C  3.7652  -1.8171  -1.1672
C  5.0427  -2.0194  -1.6608
H  6.5519  0.3753  0.1942
H  4.1874  0.5974  0.9608
H  2.9334  -2.4096  -1.5336
H  5.2417  -2.7743  -2.4085
C  -4.6334  -3.7695  1.3711
C  -3.1745  -3.5414  1.7662
C  -2.5081  -2.5846  0.7927
S  -0.8305  -2.0837  1.3153
O  -0.8509  -2.1011  2.8087
C  0.0034  -3.5920  0.7335
C  1.4617  -3.6289  1.1889
C  1.6241  -4.1320  2.6237
H  -5.1379  -4.4206  2.0851
H  -4.7020  -4.2286  0.3823
H  -5.1741  -2.8212  1.3333
H  -2.6489  -4.4978  1.7966
H  -3.1128  -3.1112  2.7660
H  -3.0801  -1.6550  0.7423
H  -2.4301  -2.9874  -0.2190
H  -0.0689  -3.5283  -0.3565
H  -0.5497  -4.4637  1.0887
H  1.8903  -2.6268  1.0897
H  2.0202  -4.2795  0.5118
H  1.0040  -3.5510  3.3049
H  2.6647  -4.0564  2.9430
H  1.3244  -5.1796  2.6959

Properties
* HOMO: -8.071 eV
* energy: -65840.3292 eV
* M: 795.113 g mol⁻¹
* multiplicity: 1

---

# 3
The following is a DFT calculation (the ωB97M-V functional and the def2-TZVPD basis) of one molecule with the formula CFOPS.

CARTESIAN COORDINATES (ANGSTROEM)
O  1.2259  -0.4161  0.8777
C  0.7378  0.0179  -0.1014
F  1.3265  0.9314  -0.8081
P  -1.0238  -0.6277  -0.6553
S  -2.2664  0.0946  0.6872

Properties
* SMILES: O=C(F)P=S
* HOMO: -9.534 eV
* energy: -25925.1925 eV
* M: 110.049 g mol⁻¹
* multiplicity: 1